No. 1
ORCA calculation (the ωB97M-V functional and the def2-TZVPD basis) on a structure of composition C13H11I2MgN2OS3Sb2Se4.

```
39
C13H11I2MgN2OS3Sb2Se4 | OMol25 | the ωB97M-V functional and the def2-TZVPD basis
Mg -0.0468 0.0005 -0.1865
I 2.2121 -7.3870 -0.8147
C 1.2760 -5.5131 -0.7768
C -0.0997 -5.4265 -0.9189
C -0.6993 -4.1833 -0.8798
I -2.7702 -4.0286 -1.0669
C 0.0209 -2.9683 -0.7124
O -0.5780 -1.8419 -0.6815
C 1.4395 -3.1126 -0.5715
C 2.3139 -1.8915 -0.4055
N 1.7942 -0.9652 0.6055
C 1.5836 -1.5353 1.9257
C 0.5283 -0.7862 2.7044
C 0.5977 -0.6509 4.0798
C -0.4399 -0.0127 4.7471
C -1.5088 0.4724 4.0195
C -1.4916 0.3104 2.6422
N -0.5016 -0.3042 2.0013
C 2.0311 -4.3634 -0.5956
H -0.7024 -6.3142 -1.0529
H 3.3335 -2.2268 -0.1679
H 2.3520 -1.3248 -1.3403
H 2.3261 -0.0992 0.6417
H 1.2157 -2.5551 1.7804
H 2.5044 -1.6104 2.5188
H 1.4571 -1.0358 4.6146
H -0.4022 0.1119 5.8227
H -2.3389 0.9933 4.4753
H -2.3005 0.7006 2.0371
H 3.1058 -4.4363 -0.4720
S 0.9433 2.2655 0.7402
Sb 0.7660 2.9450 -1.5025
S 0.6962 0.7763 -2.4428
S -1.7063 3.4098 -1.6506
Se -3.4152 3.5099 2.5522
Sb -4.3598 2.4839 0.5341
Se -4.9653 0.6436 2.0332
Se -5.9872 3.6476 -0.7731
Se -2.5492 1.4756 -0.9940
```

Its spin multiplicity is 2. The value obtained for the HOMO energy (spin up / spin down) is -2.651 / -2.650 eV. The charge is -2. Its expectation value of S² is 0.7609.

No. 2
ORCA calculation (the ωB97M-V functional and the def2-TZVPD basis) on a structure of composition C13H11IIrNO2Se2Te2.

```
33
C13H11IIrNO2Se2Te2 | OMol25 | the ωB97M-V functional and the def2-TZVPD basis
Ir -1.2639 -0.3041 0.1003
C 3.0208 0.2849 0.7284
C 1.5878 0.6165 0.4031
O 0.7970 -0.3465 0.5093
C 1.2192 1.9504 0.0055
C 2.2604 2.8929 -0.2214
C 2.0166 4.1874 -0.5689
C 0.6780 4.6164 -0.6907
C -0.3540 3.7547 -0.4721
C -0.1335 2.3919 -0.1232
O -1.1987 1.6926 0.0809
H 3.0644 -0.7462 1.0671
H 3.4089 0.9436 1.5045
H 3.6512 0.3982 -0.1547
H 3.2864 2.5684 -0.1203
H 2.8330 4.8742 -0.7425
H 0.4657 5.6436 -0.9610
H -1.3870 4.0649 -0.5554
Se -3.6236 -0.4228 -0.4188
Te -4.8254 1.3400 0.9634
Te -2.9063 1.7261 2.8689
Se -1.7046 -0.4284 2.4697
I -0.1661 -1.1438 -2.5382
C -0.5601 -2.7206 -1.2323
C -0.2885 -4.0397 -1.5280
C -0.7709 -5.0047 -0.6565
C -1.5301 -4.6133 0.4343
C -1.7454 -3.2672 0.6614
N -1.2212 -2.3303 -0.1412
H 0.2608 -4.2971 -2.4213
H -0.5780 -6.0517 -0.8477
H -1.9596 -5.3390 1.1094
H -2.3334 -2.8915 1.4881
```

Its spin multiplicity is 1. The value obtained for the HOMO energy is -6.323 eV.

No. 3
ORCA calculation (the ωB97M-V functional and the def2-TZVPD basis) on a cluster of 2 separate species, C13H11NO in total.

```
26
C13H11NO | OMol25 | the ωB97M-V functional and the def2-TZVPD basis
C -0.7041 1.2979 3.1304
C -0.0814 0.4660 2.4623
C 0.0566 1.4351 -1.5102
C -1.2086 -3.8749 0.0616
C -1.9364 -3.1431 1.0183
C 0.0956 -3.5713 -0.3355
C -1.2689 -2.0753 1.6134
C 0.6756 -2.3755 0.1690
C -0.0357 -1.6685 1.1799
C 1.7728 3.3760 -1.1452
C 2.5917 2.1452 -1.5673
C 1.1411 2.1159 -1.2766
C 0.7223 -0.4372 1.6963
N -0.9435 0.7311 -1.2697
O 1.8680 -0.1972 1.3537
H -1.3158 1.5959 3.8919
H -1.7408 -4.6072 -0.5343
H -2.9239 -3.5724 1.3104
H 0.7470 -3.9971 -1.1733
H -1.8902 -1.4459 2.3174
H 1.6261 -2.0973 -0.0344
H 1.7609 3.8429 -0.0788
H 1.7245 4.2024 -1.9484
H 3.0095 2.1602 -2.5236
H 3.2417 1.5868 -0.8988
H -1.4115 0.3891 -2.0627
```

Its spin multiplicity is 3. The value obtained for the HOMO energy (spin up / spin down) is -5.701 / -8.436 eV. Its expectation value of S² is 2.0321.

No. 4
ORCA calculation (the ωB97M-V functional and the def2-TZVPD basis) on a structure of composition C13H12Br2N3O2Yb.

```
33
C13H12Br2N3O2Yb | OMol25 | the ωB97M-V functional and the def2-TZVPD basis
Yb 0.3365 -0.3136 0.7123
N 1.6681 -1.8061 3.2483
C 2.9664 -1.2335 3.7218
C 2.9377 0.2827 3.5674
C 2.1816 0.5680 2.2489
O 2.4066 -0.0313 1.1524
O 1.0654 1.1628 2.3669
H 1.0803 -1.8847 4.0611
H 1.8464 -2.7488 2.9217
H 3.7729 -1.5967 3.0912
H 3.1858 -1.5337 4.7030
H 3.9423 0.6955 3.6103
H 2.3470 0.7690 4.3610
Br -4.6130 -2.1699 -4.1155
C -3.1243 -1.9750 -2.9327
C -2.5716 -2.9421 -2.1089
C -1.5439 -2.5907 -1.2711
N -1.0998 -1.3405 -1.1214
C -1.6391 -0.3955 -1.9210
C -2.6342 -0.6775 -2.8095
C -1.1239 0.9973 -1.7210
C -1.6140 2.0859 -2.4336
C -0.9877 3.3386 -2.2728
Br -1.4512 4.6942 -3.4519
C 0.0320 3.4869 -1.3639
C 0.5280 2.3422 -0.7758
N -0.0239 1.1388 -0.9725
H -2.9433 -3.9452 -2.1166
H -1.1534 -3.3622 -0.6489
H -3.1662 0.1116 -3.3233
H -2.4801 2.0226 -3.0605
H 0.5025 4.4285 -1.1842
H 1.3703 2.4222 -0.1612
```

Its spin multiplicity is 2. The value obtained for the HOMO energy (spin up / spin down) is -15.911 / -15.913 eV. The charge is +2. Its expectation value of S² is 0.7509.

| no. | strongest force on any atom (Eh/bohr) | E_tot (eV) |
| --- | --- | --- |
| 1 | 0.0047 | -347309.288 |
| 2 | 0.0071 | -175464.929 |
| 3 | 0.1135 | -17186.821 |
| 4 | 0.0454 | -193842.875 |